# 1
35
Properties=species:S:1:pos:R:3 method="wB97M-V/def2-TZVPD" smiles="N#C[C@H](c1ccccc1)[C@@H](C#N)CCCCOC=O" de_lowest_kcal_mol=68.6 orbital_gap_ev=10.35
N 0.07 2.48 2.71
C 0.04 1.74 1.83
C 0.36 0.66 0.79
C 0.99 -0.55 1.50
C 0.97 -0.69 2.90
C 1.52 -1.81 3.55
C 2.12 -2.85 2.83
C 2.14 -2.73 1.43
C 1.59 -1.62 0.79
C 1.27 1.35 -0.28
C 2.70 1.43 0.22
N 3.83 1.51 0.47
C 1.18 0.76 -1.71
C -0.19 1.02 -2.42
C -1.27 -0.09 -2.13
C -2.53 0.57 -1.46
O -3.63 0.40 -2.37
C -4.84 0.64 -1.76
O -5.28 1.73 -1.56
H -0.62 0.35 0.40
H 0.51 0.06 3.56
H 1.47 -1.90 4.64
H 2.52 -3.72 3.36
H 2.60 -3.54 0.84
H 1.64 -1.63 -0.31
H 0.94 2.40 -0.35
H 1.95 1.29 -2.31
H 1.41 -0.31 -1.80
H 0.02 0.95 -3.51
H -0.54 2.05 -2.25
H -1.54 -0.68 -3.02
H -0.87 -0.80 -1.37
H -2.40 1.66 -1.29
H -2.73 0.12 -0.46
H -5.42 -0.25 -1.43

---

# 2
23
Properties=species:S:1:pos:R:3 method="wB97M-V/def2-TZVPD" de_lowest_kcal_mol=88.5 orbital_gap_ev=7.77 charge=+1
C 0.08 -1.54 2.41
C 0.92 -1.83 1.34
C -1.13 -0.86 2.37
C 0.36 -1.59 0.08
C -1.63 -0.65 1.08
C -0.91 -0.95 -0.06
C -0.20 1.20 -2.07
C -1.49 -0.93 -1.45
N 1.66 2.77 0.37
N 0.43 2.26 -2.11
N -0.72 0.13 -2.07
O 1.42 4.53 -1.45
S 0.72 3.48 -0.50
H 0.53 -1.74 3.40
H 1.83 -2.35 1.37
H -1.63 -0.65 3.26
H 0.89 -1.86 -0.81
H -2.57 0.08 1.00
H -1.13 -1.74 -2.05
H -2.58 -0.80 -1.80
H 1.02 5.15 -2.15
H 0.97 2.73 -2.85
H 2.51 2.95 0.81

---

# 3
21
Properties=species:S:1:pos:R:3 method="wB97M-V/def2-TZVPD" de_lowest_kcal_mol=98.7 orbital_gap_ev=5.70 charge=+1
C -0.94 -2.35 0.31
C 0.89 1.49 1.39
C -1.25 -1.99 -0.93
C 1.27 0.98 0.02
C 0.74 1.58 -1.20
N -1.27 -2.78 -2.05
N -0.37 2.01 1.65
O 2.07 -0.12 -0.06
H -0.82 -1.66 1.14
H -0.76 -3.41 0.45
H 1.33 0.71 2.13
H 1.66 2.34 1.41
H -1.49 -0.94 -1.23
H 0.07 0.85 -1.59
H 1.49 1.54 -1.87
H 0.28 2.64 -1.13
H -0.73 -3.62 -2.17
H -1.86 -2.43 -2.76
H -0.39 2.25 2.63
H -0.50 2.91 1.21
H 2.06 -0.80 0.59

---

# 4
10
Properties=species:S:1:pos:R:3 method="wB97M-V/def2-TZVPD" de_lowest_kcal_mol=24.6 orbital_gap_ev=6.91 charge=-1
S -1.96 2.05 0.53
H -2.83 1.44 -0.29
C -0.11 -0.86 -0.59
C 1.58 -0.07 0.74
N 1.22 -1.03 0.00
H -0.54 0.14 -0.47
H -0.91 -1.54 -0.29
H 0.08 -0.95 -1.66
H 2.63 0.19 0.89
H 0.84 0.63 1.15